*w*
The following is a DFT calculation (ωB97M-V/def2-TZVPD) of an isolated ion of composition C6H12N3 and charge +1.

Each atom is followed by the atoms it is bonded to, with distances in Å.
Atoms and positions in Å:
1 C 2.400 -1.169 -0.006  C2 1.346, N7 1.362, H10 1.000
2 C 1.847 -0.081 -0.575  C1 1.346, N8 1.381, H11 1.038
3 C 0.287 -0.868 0.715  C4 1.482, N7 1.357, N8 1.290
4 C -0.959 -1.318 1.380  C3 1.482, H12 1.146, H13 1.072, H14 1.211
5 C -0.657 2.302 -0.164  C6 1.533, H15 1.145, H16 1.124, H17 1.078
6 C -0.359 0.959 -0.842  C5 1.533, N8 1.447, N9 1.472, H18 1.161
7 N 1.446 -1.553 0.887  C1 1.362, C3 1.357, H21 0.942
8 N 0.532 0.039 -0.168  C2 1.381, C3 1.290, C6 1.447
9 N -1.621 0.246 -1.100  C6 1.472, H19 1.070, H20 1.011
10 H 3.331 -1.524 0.080  C1 1.000
11 H 2.227 0.590 -1.269  C2 1.038
12 H -1.995 -0.916 1.104  C4 1.146
13 H -0.603 -1.311 2.392  C4 1.072
14 H -1.069 -2.476 1.046  C4 1.211
15 H -0.472 2.258 0.965  C5 1.145
16 H -1.734 2.600 -0.279  C5 1.124
17 H -0.078 3.158 -0.472  C5 1.078
18 H 0.079 1.165 -1.898  C6 1.161
19 H -1.624 -0.446 -1.916  N9 1.070
20 H -2.499 0.742 -1.175  N9 1.011
21 H 1.521 -2.399 1.295  N7 0.942

The HOMO-LUMO gap is 0.3955 Ha. As for the spin multiplicity: 1. The HOMO energy is -13.477 eV. Its charge is +1.

Atomic partial charges in e from the natural (NBO) method, atoms 1 to 8: -0.0297, -0.0435, 0.4864, -0.6873, -0.6437, 0.1143, -0.4606, -0.3056

***

*x*
The following is a DFT calculation (ωB97M-V/def2-TZVPD) of a 2-piece molecular cluster, C6H12N3 overall.

Each atom is followed by the atoms it is bonded to, with distances in Å.
Atoms and positions in Å:
1 C -2.220 -1.372 0.011  C2 1.314, N8 1.487, H10 1.087
2 C -2.222 -0.059 -0.061  C1 1.314, C4 1.471, N7 1.376
3 C -0.135 -0.649 -0.489  N7 1.340, N8 1.286
4 C -3.369 0.840 0.136  C2 1.471, H11 1.135, H12 1.157, H13 1.153
5 C 2.787 0.059 1.063  N9 1.442, H14 1.162, H15 1.139, H16 1.155
6 C 1.823 -0.137 -1.108  N9 1.324, H17 1.034, H18 1.149
7 N -0.973 0.394 -0.416  C2 1.376, C3 1.340, H19 0.988
8 N -0.793 -1.721 -0.223  C1 1.487, C3 1.286, H20 1.047
9 N 2.357 0.644 -0.183  C5 1.442, C6 1.324, H21 1.014
10 H -3.059 -2.028 0.229  C1 1.087
11 H -3.717 0.781 1.214  C4 1.135
12 H -3.177 1.959 -0.091  C4 1.157
13 H -4.390 0.644 -0.364  C4 1.153
14 H 2.708 0.684 2.039  C5 1.162
15 H 2.233 -0.932 1.150  C5 1.139
16 H 3.910 -0.203 0.992  C5 1.155
17 H 2.006 -1.155 -1.119  C6 1.034
18 H 1.438 0.360 -2.069  C6 1.149
19 H -0.593 1.306 -0.441  N7 0.988
20 H -0.279 -2.590 0.056  N8 1.047
21 H 2.241 1.645 -0.069  N9 1.014

The HOMO-LUMO gap is 0.3814 Ha. As for the spin multiplicity: 1. The HOMO energy is -13.096 eV. Its charge is +1.

Atomic partial charges in e from the natural (NBO) method, atoms 1 to 8: -0.0941, 0.1252, 0.2900, -0.6823, -0.4486, -0.0134, -0.5342, -0.5289

***

Relative calculated energies, zero for the most stable structure, unit eV: *w* 0.000; *x* 1.415.